Entry 1:
73
Properties=species:S:1:pos:R:3:mulliken_charge:R:1 method="wB97M-V/def2-TZVPD" homo_lumo_gap_ev="7.5425 / 7.5487" s2=0.751 multiplicity=2 charge=0 relative_energy_ev=0.000
Ce 0.264 -0.677 -0.438 0.478
Cl 7.139 0.768 0.704 -0.181
Cl 2.738 -0.181 -2.308 -0.191
Cl 5.441 0.429 3.288 -0.183
Cl 2.379 -0.169 3.092 -0.228
Cl -5.105 -5.098 -1.728 -0.220
Cl -6.475 -2.227 -1.826 -0.222
Cl 5.797 0.459 -2.097 -0.186
O -3.092 1.144 -3.011 -0.756
O -0.611 -2.137 1.460 -0.419
O -0.534 -4.472 -0.081 -0.717
N -1.924 1.480 3.564 0.129
N -0.867 1.286 1.365 1.398
N -1.732 -0.215 -1.710 0.339
N -2.677 2.884 1.740 0.114
N -0.503 3.268 2.746 0.130
N 0.143 1.690 -1.704 0.620
N 2.149 -2.855 -0.325 0.038
N -0.550 -2.713 -1.607 -0.291
C 5.447 0.484 0.589 0.464
C -1.208 3.189 -2.980 -0.647
C 2.659 0.070 0.401 -0.616
C 2.117 -4.799 -1.747 -0.686
C -0.001 -3.710 -0.905 0.015
C 4.850 0.365 -0.670 -0.538
C -3.971 -1.256 -1.772 -0.539
C 1.096 2.624 -1.638 -0.361
C -1.978 -2.616 -1.620 0.891
C -4.752 -2.397 -1.762 -0.134
C 0.956 3.872 -2.222 -0.889
C -0.940 2.506 3.916 -0.712
C -3.072 2.135 2.932 -0.638
C -0.989 1.969 -2.357 -0.114
C -4.153 -3.649 -1.710 -0.017
C 4.194 -3.919 -0.942 -0.992
C -2.059 1.969 0.791 -0.632
C 3.498 -4.851 -1.708 -0.501
C 3.475 0.151 -0.700 0.997
C 3.486 -2.939 -0.274 -0.122
C 4.677 0.343 1.749 -0.290
C -2.066 0.898 -2.388 0.449
C 1.505 -3.786 -1.022 0.308
C -2.579 -1.345 -1.724 0.103
C -1.325 0.581 2.594 -0.856
C -1.680 3.883 2.131 -0.713
C -2.778 -3.756 -1.634 -0.719
C -0.217 4.152 -2.908 -0.531
C 0.087 2.343 1.789 -0.666
C 3.307 0.130 1.612 0.649
H -0.136 -2.234 2.295 0.259
H -2.144 3.346 -3.495 0.578
H -3.530 2.820 3.647 0.348
H 0.960 1.867 2.233 0.012
H -2.332 -4.735 -1.572 0.562
H 1.525 -5.508 -2.306 0.544
H -1.746 2.539 -0.082 0.073
H -2.779 1.209 0.480 0.072
H 1.995 2.360 -1.095 0.493
H -1.388 3.189 4.640 0.346
H 0.398 2.902 0.904 0.049
H -0.459 0.094 3.048 0.140
H -1.370 4.440 1.244 0.355
H -0.358 5.115 -3.382 0.433
H -2.133 4.576 2.842 0.359
H -2.051 -0.182 2.307 0.222
H 4.034 -5.615 -2.257 0.428
H -0.073 2.028 4.376 0.334
H 5.272 -3.947 -0.872 0.453
H -0.752 -3.052 1.110 0.283
H -4.444 -0.291 -1.851 0.559
H -3.806 1.377 2.652 0.353
H 1.755 4.595 -2.138 0.493
H 3.993 -2.196 0.327 0.635

Entry 2:
65
Properties=species:S:1:pos:R:3:mulliken_charge:R:1 method="wB97M-V/def2-TZVPD" homo_lumo_gap_ev="6.3442 / 6.1684" s2=1.016 multiplicity=2 charge=0
I 4.627 1.482 3.651 -0.011
Mn 0.698 -0.032 0.551 -0.280
Cl 7.296 0.947 -1.368 -0.280
S 0.506 2.453 -0.771 -0.340
O 2.312 0.443 1.706 -0.182
N -0.554 -0.786 -0.618 -0.293
N -0.246 1.226 1.916 1.025
N 0.230 -1.288 2.033 0.384
N -0.748 4.420 0.463 -0.505
N -0.505 2.539 1.700 -0.565
N 2.277 -0.154 -0.870 -0.302
C -0.335 0.749 3.104 1.084
C -0.278 3.140 0.491 0.327
C -1.350 -3.890 -3.425 -0.728
C 4.620 0.994 1.627 -0.498
C -3.981 2.848 -1.312 -0.542
C 3.421 0.571 1.070 0.126
C -3.631 -3.154 -3.458 -0.853
C -0.085 -0.708 3.194 0.458
C -1.585 -0.736 -1.334 -0.600
C -0.647 1.503 4.358 -1.763
C 5.813 0.794 -0.458 0.552
C -3.288 -2.067 -2.665 -0.269
C 5.801 1.101 0.871 -0.448
C -0.207 -1.436 4.370 -0.882
C -3.601 2.238 -0.121 -0.721
C -2.663 -4.067 -3.846 -0.415
C -3.623 2.265 -2.519 -0.844
C -2.895 1.083 -2.535 -0.168
C 2.205 -0.441 -2.146 -0.073
C 4.527 0.035 -2.481 -0.746
C -0.013 -2.807 4.329 -0.540
C -1.014 -2.809 -2.627 -0.327
C 0.390 -2.608 1.987 -0.213
C -2.486 0.481 -1.350 0.429
C 3.325 -0.357 -2.995 -1.042
C -1.975 -1.878 -2.240 0.962
C 3.463 0.249 -0.335 0.647
C 4.633 0.360 -1.108 0.062
C -2.853 1.072 -0.146 -0.032
C 0.278 -3.408 3.113 -0.880
H -4.563 3.762 -1.299 0.412
H -2.621 0.633 -3.483 0.513
H -3.898 2.671 0.828 0.456
H -0.874 2.557 4.211 0.458
H -0.742 3.121 2.484 0.209
H -0.096 -3.397 5.231 0.431
H -0.680 4.867 -0.436 0.268
H 1.229 -0.741 -2.510 0.357
H -2.927 -4.912 -4.469 0.386
H 6.713 1.435 1.348 0.394
H -4.053 -1.362 -2.363 0.441
H -1.567 4.647 1.004 0.207
H -0.586 -4.599 -3.720 0.398
H -0.001 -2.674 -2.270 0.300
H -0.444 -0.942 5.301 0.452
H 0.614 -3.013 1.010 0.428
H -3.914 2.731 -3.452 0.397
H -2.536 0.596 0.774 0.436
H -1.502 1.058 4.867 0.317
H 0.420 -4.476 3.033 0.413
H 0.212 1.449 5.029 0.352
H 5.402 0.109 -3.112 0.417
H 3.219 -0.602 -4.042 0.461
H -4.659 -3.287 -3.771 0.383

Entry 3:
65
Properties=species:S:1:pos:R:3:mulliken_charge:R:1 method="wB97M-V/def2-TZVPD" homo_lumo_gap_ev=7.5190 charge=-1 relative_energy_ev=0.358
Sb -1.155 0.096 -0.480 1.288
In 1.780 0.529 -1.159 1.374
Se 3.064 -3.684 -2.080 -0.178
S 1.703 4.858 -0.237 -0.388
O 1.805 0.029 0.830 -0.371
O 8.860 0.274 -0.326 -0.733
O 3.143 -0.417 2.552 -0.678
O 8.143 -0.191 1.772 -0.712
N 1.432 2.500 -1.695 -0.522
N 3.931 0.463 -0.789 -0.322
N 1.623 -1.145 -2.414 -0.514
C -0.519 -4.699 0.420 -0.701
C -5.550 0.105 -0.564 -0.738
C -4.240 -0.085 -0.125 0.528
C -0.360 -2.431 1.174 -0.717
C -4.803 1.000 -2.661 -0.624
C -0.823 0.822 2.578 -0.585
C -0.703 1.689 3.652 -0.836
C -3.202 0.288 -0.988 0.249
C -1.688 3.263 -0.230 -1.583
C 8.011 0.092 0.569 0.433
C 6.261 0.536 -1.231 -0.770
C 1.567 3.488 -1.049 0.317
C 4.950 0.655 -1.636 -0.245
C -5.837 0.639 -1.810 -0.669
C 2.216 -2.159 -2.266 0.091
C -0.134 -3.784 1.384 -0.959
C -0.899 3.047 3.461 -0.760
C -1.333 -2.899 -0.986 0.693
C -1.102 -4.252 -0.754 -0.743
C 5.478 0.000 0.958 -0.729
C -3.493 0.820 -2.244 -0.487
C -4.000 -0.677 1.238 -0.915
C -0.982 -1.976 0.013 1.373
C 6.545 0.210 0.090 0.294
C -1.904 -2.473 -2.313 -1.522
C -1.153 1.285 1.306 1.115
C 4.188 0.130 0.492 0.952
C -1.216 3.521 2.201 -0.635
C -1.350 2.663 1.111 0.542
C 2.988 -0.112 1.396 -0.010
H -3.443 0.011 1.876 0.097
H 5.670 -0.263 1.988 0.604
H 0.010 -1.735 1.909 0.104
H 7.090 0.689 -1.907 0.482
H -2.882 -2.002 -2.208 0.201
H -1.364 -4.965 -1.527 0.352
H -1.624 4.349 -0.187 0.425
H -2.014 -3.332 -2.974 0.477
H -0.429 1.303 4.625 0.451
H -0.332 -5.755 0.563 0.360
H -5.012 1.418 -3.637 0.418
H -6.363 -0.179 0.096 0.366
H -3.419 -1.600 1.176 0.126
H -1.238 -1.763 -2.813 0.277
H -0.630 -0.223 2.755 0.225
H -4.947 -0.903 1.725 0.497
H 4.688 0.911 -2.655 0.504
H -0.784 3.739 4.286 0.371
H -6.867 0.771 -2.114 0.375
H 0.366 -4.110 2.287 0.438
H -2.696 2.994 -0.548 0.245
H -2.684 1.105 -2.908 0.410
H -1.344 4.586 2.042 0.375
H -0.994 2.936 -1.011 0.217

Entry 4:
59
Properties=species:S:1:pos:R:3:mulliken_charge:R:1 method="wB97M-V/def2-TZVPD" homo_lumo_gap_ev="6.8796 / 6.0752" s2=3.803 multiplicity=4 charge=+2 relative_energy_ev=0.557
Tc 1.161 0.520 0.007 -0.432
S 0.544 3.162 3.511 -0.176
S 1.468 -2.711 -3.016 -0.205
N 1.401 1.490 1.740 0.090
N 0.758 -0.786 -1.450 0.120
C 2.469 -0.242 3.116 -0.528
C 5.203 1.152 -1.606 -0.829
C 1.772 0.954 2.945 0.300
C 0.759 2.655 1.884 0.760
C -0.386 4.217 -1.851 -0.811
C 1.790 -1.255 -2.161 0.855
C 2.236 0.036 5.499 -0.551
C -0.353 -1.583 -1.567 -0.452
C 2.929 0.551 -1.077 -0.093
C 0.162 2.942 -1.734 0.044
C 3.018 -0.507 -2.026 0.712
C 4.208 -0.747 -2.709 -0.823
C -1.184 -3.648 -2.507 -1.288
C -2.612 -2.259 -1.072 0.026
C 5.297 0.082 -2.489 -0.620
C -0.277 4.517 0.535 -0.819
C -5.044 -1.990 -1.513 -1.570
C -1.577 -1.343 -0.944 0.057
C 0.299 3.256 0.655 0.889
C -0.621 4.990 -0.721 -0.640
C 1.576 1.244 5.346 -0.569
C 2.695 -0.691 4.401 -0.806
C -3.964 -2.046 -0.420 1.987
C -4.283 -3.221 0.519 -1.597
C -2.376 -3.409 -1.849 -0.573
C 4.028 1.378 -0.897 0.091
C 1.354 1.706 4.059 0.550
C -0.158 -2.721 -2.369 0.669
C 0.501 2.434 -0.489 -0.092
C -4.025 -0.750 0.391 -2.096
H -3.285 -0.746 1.191 0.401
H 6.218 -0.101 -3.019 0.447
H -5.242 -3.042 0.999 0.462
H 0.340 2.349 -2.620 0.515
H -4.863 -1.164 -2.196 0.390
H -5.087 -2.912 -2.086 0.369
H -3.160 -4.143 -1.953 0.481
H 1.238 1.800 6.205 0.447
H -1.053 -4.535 -3.106 0.428
H -1.698 -0.424 -0.383 0.433
H -1.062 5.970 -0.819 0.448
H 4.281 -1.570 -3.404 0.474
H -3.526 -3.316 1.295 0.390
H -4.353 -4.161 -0.019 0.349
H 6.053 1.805 -1.469 0.443
H -0.448 5.119 1.416 0.479
H 3.230 -1.613 4.565 0.427
H -5.005 -0.670 0.853 0.441
H 2.400 -0.348 6.492 0.422
H -3.887 0.124 -0.242 0.407
H 2.829 -0.780 2.246 0.364
H -6.014 -1.844 -1.046 0.450
H 3.963 2.212 -0.210 0.509
H -0.631 4.611 -2.826 0.446